[1]
{
  "formula": "C3H10OS",
  "method": "ωB97M-V/def2-TZVPD",
  "species": ["C", "C", "S", "C", "H", "H", "H", "H", "H", "H", "H", "H", "H", "H", "O"],
  "coordinates": [[0.5967, 2.0028, 0.7483], [0.7431, 0.4960, 0.8659], [1.8445, -0.3817, -0.3317], [0.8760, 0.0184, -1.8325], [-0.3051, 2.5102, 1.1212], [0.9608, 2.3936, -0.1989], [1.3690, 2.4651, 1.4126], [-0.3166, 0.1721, 0.7528], [1.0341, 0.1319, 1.8476], [0.8911, 1.0276, -2.2379], [1.3133, -0.7006, -2.5306], [-0.1720, -0.3143, -1.7080], [-3.3328, -3.9136, 0.5006], [-2.5071, -2.8951, 1.2147], [-2.9949, -3.0123, 0.3760]],
  "forces_ev_per_a": [[2.8, 1.9, 1.1], [-1.2, -0.8, 0.4], [-2.4, 1.9, 0.0], [0.3, -1.8, -0.3], [-0.2, -1.0, -0.6], [-0.7, 0.0, -0.4], [-0.4, -0.4, -0.3], [0.8, -0.8, -0.5], [0.3, 0.2, 0.1], [0.4, 0.2, 0.4], [0.0, 0.4, -0.4], [0.4, 0.3, 0.4], [-0.1, 0.3, -0.4], [-0.3, 0.1, -0.6], [0.5, -0.4, 1.0]],
  "mulliken_charge": [-0.94, -0.34, 0.41, -0.81, 0.34, 0.27, 0.31, 0.27, 0.42, 0.37, 0.35, 0.36, 0.33, 0.31, -0.64],
  "spin_multiplicity": 2,
  "e_tot_ev": -16146.6088,
  "de_lowest_kj_mol": 67.60,
  "total_charge": 1,
  "homo_energy_ev": [-14.2, -14.2],
  "gap_ev": [10.434, 5.592]
}

=====

[2]
{
  "formula": "C3H10OS2",
  "method": "ωB97M-V/def2-TZVPD",
  "species": ["C", "C", "O", "H", "H", "H", "H", "H", "H", "C", "S", "S", "H", "H", "H", "H"],
  "coordinates": [[2.0059, -0.3592, -1.7545], [0.7810, 0.0216, -0.8703], [0.9744, 1.2543, -0.0754], [2.8704, 0.1913, -1.2774], [2.2452, -1.4338, -1.9541], [1.7187, 0.1368, -2.8125], [0.5705, -0.7317, 0.0111], [-0.1530, 0.1354, -1.4136], [0.5817, 2.0547, -0.4798], [-1.4258, 0.6064, 1.8622], [-1.4116, -1.0010, 2.6736], [-2.0606, -2.2844, 1.0818], [-2.4680, 1.1505, 1.8813], [-1.3105, 0.3778, 0.7164], [-0.5298, 1.1021, 2.1930], [-2.3885, -1.2205, 0.2181]],
  "forces_ev_per_a": [[-0.8, 2.1, -1.5], [-0.1, -0.9, 2.9], [0.1, -0.1, -1.0], [-0.7, -0.8, -0.8], [-0.5, 0.9, 0.6], [1.3, -1.1, 2.2], [0.5, 1.0, -2.0], [0.0, -0.2, -0.3], [0.4, -1.0, -0.1], [-2.1, -0.4, -3.0], [-0.3, -0.5, -0.3], [-0.2, 1.5, -0.5], [2.2, -0.8, 0.6], [0.2, 0.6, 2.2], [-0.1, 0.7, 0.1], [0.2, -1.3, 0.9]],
  "mulliken_charge": [-0.89, 0.00, -0.54, 0.26, 0.31, 0.20, 0.13, 0.30, 0.28, -0.39, -0.03, -0.21, 0.32, -0.18, 0.29, 0.15],
  "smiles": "CCO.CSS",
  "e_tot_ev": -26989.3398,
  "de_lowest_kj_mol": 188.17,
  "total_charge": 0,
  "homo_energy_ev": -8.2,
  "gap_ev": 8.550
}

=====

[3]
{
  "formula": "C3H10OS2",
  "method": "ωB97M-V/def2-TZVPD",
  "species": ["S", "C", "C", "C", "S", "H", "H", "H", "H", "H", "H", "H", "H", "O", "H", "H"],
  "coordinates": [[0.2434, -1.7773, -2.5056], [-0.6018, -1.4138, -0.9359], [0.3918, -1.1837, 0.3006], [-0.2139, -0.7882, 1.6167], [1.0069, -0.3517, 2.8608], [1.0751, -0.7264, -2.3433], [-1.2171, -2.2623, -0.5796], [-1.2449, -0.5128, -0.9463], [0.9528, -2.1281, 0.4384], [1.0949, -0.4307, -0.1045], [-0.9328, 0.0385, 1.4576], [-0.7830, -1.6624, 1.9872], [0.8400, 0.9593, 2.5853], [-0.4929, 4.1339, -1.0043], [0.4212, 3.8018, -0.8547], [-0.5397, 4.3038, -1.9724]],
  "forces_ev_per_a": [[-0.2, 0.4, 0.8], [-0.1, 0.1, 2.6], [0.8, -0.6, -2.4], [-1.4, -0.5, -0.5], [-0.1, 0.7, 0.0], [0.0, -0.2, -0.3], [0.0, 0.2, -0.9], [0.2, -0.5, -0.6], [0.0, 0.5, -0.1], [0.0, -0.2, 0.7], [0.3, -0.4, 0.4], [0.1, 0.5, 0.0], [0.4, -0.2, 0.3], [0.9, -0.2, -0.8], [-1.0, 0.4, -0.2], [0.1, -0.2, 1.0]],
  "mulliken_charge": [-0.20, -0.60, -0.45, -0.74, -0.20, 0.10, 0.32, 0.34, 0.26, 0.38, 0.36, 0.30, 0.12, -0.65, 0.32, 0.33],
  "smiles": "SCCCS.O",
  "e_tot_ev": -26990.6236,
  "de_lowest_kj_mol": 64.31,
  "total_charge": 0,
  "homo_energy_ev": -9.1,
  "gap_ev": 9.445
}

=====

[4]
{
  "formula": "C3H10OS2",
  "method": "ωB97M-V/def2-TZVPD",
  "species": ["C", "C", "C", "S", "S", "H", "H", "H", "H", "H", "H", "H", "H", "H", "H", "O"],
  "coordinates": [[0.0873, -0.1021, -1.2048], [1.2922, -1.0081, -1.6101], [0.4939, 0.8496, -0.0635], [-0.4199, 2.4148, -0.1090], [-2.0716, 2.0991, 1.1047], [-0.1117, 0.5341, -2.0704], [-0.6920, -0.7714, -0.8510], [2.0699, -0.3819, -2.0419], [0.9651, -1.7214, -2.3520], [1.6428, -1.4674, -0.6892], [0.2287, 0.3784, 0.8794], [1.5692, 1.0286, 0.0129], [-2.3910, 0.8422, 1.1496], [-1.3815, -0.5298, 2.1307], [-0.7174, -1.4416, 3.1756], [-0.5637, -0.7232, 2.5389]],
  "forces_ev_per_a": [[1.6, 0.1, -0.5], [-0.7, 1.1, 0.7], [-0.3, -1.0, 0.5], [-0.9, -1.0, 1.2], [0.9, 2.7, -0.7], [-0.8, -0.5, -0.1], [-0.6, 0.4, -0.4], [0.2, -0.1, 0.0], [0.0, -0.3, 0.0], [0.3, -0.4, -0.2], [0.2, 0.1, 0.2], [-0.1, 0.6, -0.4], [0.3, -1.6, -0.5], [-1.4, -0.2, -0.3], [0.0, 0.3, -0.3], [1.4, -0.4, 0.7]],
  "mulliken_charge": [-0.16, -1.29, -0.43, 0.30, 0.11, 0.37, 0.29, 0.37, 0.36, 0.35, 0.11, 0.45, 0.18, 0.25, 0.32, -0.57],
  "spin_multiplicity": 2,
  "e_tot_ev": -26982.2860,
  "de_lowest_kj_mol": 68.60,
  "total_charge": 1,
  "homo_energy_ev": [-15.1, -15.7],
  "gap_ev": [9.912, 7.524]
}

=====

[5]
{
  "formula": "C3H10P2",
  "method": "ωB97M-V/def2-TZVPD",
  "species": ["C", "C", "C", "P", "P", "H", "H", "H", "H", "H", "H", "H", "H", "H", "H"],
  "coordinates": [[2.1040, 2.1155, -0.7058], [-1.4182, -1.1613, 1.4092], [0.1456, -1.3774, -0.9542], [-1.0272, 1.4308, -0.1190], [-0.0385, -0.2498, 0.5481], [2.3622, 1.1043, -1.0825], [1.5433, 2.8576, -1.2440], [2.5388, 2.4497, 0.1287], [-1.5434, -0.7788, 2.3598], [-2.2766, -1.2817, 0.7084], [-0.9351, -2.1589, 1.7494], [0.3840, -0.5908, -1.7438], [0.9138, -2.1439, -0.9147], [-0.8554, -1.7922, -1.2499], [-1.8974, 1.5768, 1.1103]],
  "forces_ev_per_a": [[-1.2, -1.6, -2.9], [2.0, -2.6, -1.4], [-1.1, 2.1, -1.2], [-1.5, 1.6, 0.1], [0.2, -2.4, 1.0], [-0.4, 1.0, 0.2], [-0.1, -0.3, -0.5], [1.6, 1.0, 3.2], [-1.2, 1.5, 1.7], [0.4, 0.0, 1.1], [-0.9, 1.0, -1.2], [0.0, -1.3, 0.5], [0.0, 0.1, 0.2], [1.0, 0.2, 0.4], [1.1, -0.3, -1.1]],
  "mulliken_charge": [-1.10, -1.17, -0.96, -0.15, 0.17, 0.36, 0.38, 0.35, 0.47, 0.33, 0.32, 0.29, 0.33, 0.31, 0.06],
  "e_tot_ev": -21846.5021,
  "de_lowest_kj_mol": 264.40,
  "total_charge": 0,
  "homo_energy_ev": [-7.6, -8.1],
  "gap_ev": [7.734, 7.077]
}

=====

[6]
{
  "formula": "C3H10S3",
  "method": "ωB97M-V/def2-TZVPD",
  "species": ["C", "S", "S", "H", "H", "H", "H", "C", "S", "C", "H", "H", "H", "H", "H", "H"],
  "coordinates": [[-4.1788, 0.2546, 0.1639], [-2.6512, 0.2445, -0.9524], [-1.5879, 1.3706, 0.4175], [-5.0044, -0.3117, -0.2839], [-3.8803, -0.3312, 1.0106], [-4.5885, 1.2853, 0.2832], [-0.4866, 0.9305, -0.3155], [2.2738, -1.3578, 0.8024], [1.5075, -0.8779, -0.7594], [2.5768, 0.5527, -0.9546], [3.4041, -1.5592, 0.7678], [2.3193, -0.4556, 1.5345], [1.9796, -2.3902, 1.1988], [2.2633, 1.2402, -1.7774], [3.5776, 0.2233, -1.1619], [2.4757, 1.1819, 0.0264]],
  "forces_ev_per_a": [[-0.7, 0.1, -1.6], [-0.8, 1.2, 2.5], [0.2, -1.6, -2.2], [0.4, 0.0, -0.4], [0.2, 0.3, 0.8], [0.8, -0.7, 0.3], [0.1, 0.4, 0.7], [2.2, -0.5, 1.9], [0.1, 0.0, 0.4], [-1.0, 2.1, 0.9], [-1.3, 0.4, -1.0], [-0.9, -1.8, -0.8], [-0.5, 1.9, -0.3], [0.0, -0.8, 0.5], [0.5, 0.0, 0.2], [0.6, -1.1, -1.7]],
  "mulliken_charge": [-0.92, 0.32, 0.12, 0.35, 0.41, 0.38, 0.22, -0.78, -0.05, -0.82, 0.30, 0.26, 0.31, 0.31, 0.35, 0.25],
  "spin_multiplicity": 2,
  "e_tot_ev": -35769.6728,
  "de_lowest_kj_mol": 51.64,
  "total_charge": 1,
  "homo_energy_ev": [-12.0, -12.0],
  "gap_ev": [6.985, 4.073]
}